Computed, not measured: the molecule C17H26N2O5S in a non-equilibrium geometry, with wB97M-V/def2-TZVPD.

The geometry in XYZ format:
```
51
Properties=species:S:1:pos:R:3:forces:R:3:lowdin_charge:R:1
C -2.566 -3.231 2.094 -0.1102 -0.0514 0.2001 -0.08
H -3.656 -3.120 2.073 0.0540 0.0166 0.0157 0.10
O -1.999 -3.035 0.824 0.1275 0.2128 -0.3889 -0.11
C -2.069 -1.791 0.253 0.1033 -0.1444 -0.0476 -0.20
C -2.793 -0.741 0.804 -0.0220 -0.0896 0.1103 -0.01
C -2.849 0.505 0.205 0.0352 -0.0188 -0.0929 -0.05
C -2.166 0.748 -0.977 0.0130 -0.0826 -0.0871 -0.24
C -1.451 -0.300 -1.534 -0.1889 -0.1780 0.1359 0.02
C -1.383 -1.564 -0.955 -0.0449 0.0915 -0.0552 -0.21
O -0.629 -2.452 -1.663 -0.3171 0.3251 -0.0024 -0.09
C -0.214 -3.689 -1.108 0.1889 -0.4940 0.1578 -0.06
H 0.440 -3.537 -0.246 -0.0953 -0.0279 -0.0757 0.08
H -1.062 -4.314 -0.832 0.1079 0.0387 -0.0798 0.09
H 0.351 -4.172 -1.905 0.0057 0.0119 0.0618 0.10
H -0.910 -0.156 -2.458 0.1144 0.0231 -0.1057 0.13
C -2.145 2.100 -1.637 -0.0128 0.1148 0.0867 -0.12
H -1.336 2.117 -2.367 -0.0525 0.0227 -0.0322 0.11
H -3.084 2.273 -2.170 0.0251 0.0361 -0.0694 0.12
C -1.930 3.258 -0.646 0.1243 -0.0487 -0.2898 -0.17
N -0.929 2.963 0.358 -0.3344 0.0803 0.1352 0.07
C 0.386 2.859 0.063 -0.0587 0.0458 0.7836 -0.46
O 0.832 3.137 -1.030 0.1289 0.0830 -0.5101 0.08
C 1.250 2.435 1.257 0.2775 0.0450 0.0387 -0.22
C 2.732 2.373 0.870 -0.2126 -0.0529 -0.2213 -0.12
C 2.998 1.212 -0.089 0.5071 0.5234 -0.2421 -0.19
N 2.521 -0.025 0.487 0.4338 -0.8518 -0.2295 -0.24
S 3.107 -1.416 -0.193 0.0666 -0.1015 -0.1945 0.61
O 4.536 -1.326 -0.194 0.0663 0.2572 -0.2314 -0.30
O 2.494 -2.514 0.499 -0.2672 0.0233 -0.0879 -0.31
C 2.549 -1.449 -1.919 0.2411 0.1247 0.9705 -0.09
H 1.471 -1.531 -1.940 -0.2233 0.0134 0.0038 0.04
H 2.896 -0.547 -2.405 0.0742 0.1818 -0.1143 0.06
H 3.005 -2.319 -2.372 0.1195 -0.1735 -0.0324 0.07
C 1.112 -0.014 0.786 -0.6641 -0.1581 0.3401 -0.19
C 0.832 1.070 1.821 0.0263 -0.0239 -0.2149 -0.11
H 1.421 0.865 2.716 -0.0428 -0.0097 0.0583 0.13
H -0.225 1.043 2.091 -0.0009 -0.0493 0.0305 0.11
H 0.861 -1.003 1.171 -0.1983 0.1339 -0.0102 0.12
H 0.515 0.184 -0.116 0.0413 -0.0591 0.0949 0.12
H 4.068 1.088 -0.261 -0.0368 0.1886 -0.0453 0.12
H 2.495 1.427 -1.041 0.0786 -0.0298 0.0564 0.12
H 3.024 3.303 0.382 0.0495 -0.0283 0.0294 0.12
H 3.331 2.241 1.772 0.0268 0.0148 0.0296 0.12
H 1.115 3.202 2.030 -0.0112 -0.0542 -0.0768 0.15
H -1.258 2.620 1.244 0.1408 0.0020 -0.0455 0.12
H -2.857 3.505 -0.127 0.0597 0.0326 -0.0186 0.12
H -1.597 4.135 -1.207 -0.1579 -0.0254 0.0777 0.12
H -3.440 1.281 0.668 -0.0752 0.1141 0.0789 0.11
H -3.338 -0.894 1.722 -0.0339 -0.0748 0.0892 0.10
H -2.142 -2.548 2.836 -0.0244 -0.0034 -0.0252 0.10
H -2.317 -4.255 2.366 -0.0520 0.0737 0.0416 0.10
```
Forces are in eV/Å.

* total energy: -1547.28357 a.u.
* ΔE to the lowest compared entry with this formula, charge and spin: 142.9 kJ/mol
* max |F|: 1.008 eV Å⁻¹